No. 1
Molecular formula: C13H11ClN2PtS
Method: DFT, ωB97M-V with the def2-TZVPD basis set

The geometry in ORCA input format:
```
! wB97M-V def2-TZVPD RIJCOSX def2/J DEFGRID3
* xyz 0 1
Pt -1.71 0.30 -0.57
S 2.58 -0.07 0.92
C 2.75 -0.07 -0.82
C 3.90 -0.01 -1.58
C 3.77 -0.02 -2.96
C 2.51 -0.07 -3.56
C 1.36 -0.13 -2.80
C 1.48 -0.12 -1.42
N 0.44 -0.15 -0.51
C 0.85 -0.12 0.73
C -0.11 -0.11 1.81
C 0.25 -0.20 3.15
C -0.74 -0.20 4.12
C -2.08 -0.17 3.73
C -2.42 -0.08 2.39
C -1.44 -0.02 1.40
H 4.88 0.06 -1.11
H 4.66 0.02 -3.58
H 2.44 -0.06 -4.64
H 0.38 -0.17 -3.25
H 1.30 -0.25 3.43
H -0.48 -0.23 5.17
H -2.86 -0.20 4.48
H -3.47 -0.05 2.12
Cl -1.73 2.01 -2.17
N -3.90 0.02 -1.04
H -4.27 0.95 -0.90
H -4.45 -0.65 -0.51
H -3.93 -0.20 -2.03
*
```

As for the energy relative to the best compared isomer or geometry (same formula, charge and spin): 17.04 kcal/mol. Its frontier orbital gap is 7.351 eV. The calculation puts the HOMO energy at -7.59 eV.

Here are the natural (NBO) charges for atoms 1 to 6, given in e:
1 Pt 0.76
2 S 0.42
3 C -0.24
4 C -0.20
5 C -0.21
6 C -0.20

No. 2
Molecular formula: C51H42F2N12O11Rb
Method: DFT, ωB97M-V with the def2-TZVPD basis set

The geometry in ORCA input format:
```
! wB97M-V def2-TZVPD RIJCOSX def2/J DEFGRID3
* xyz -1 1
Rb 0.36 0.00 0.67
N -2.51 -3.25 -1.09
C -1.71 -2.18 -0.79
N -1.71 -1.09 -1.44
C -2.56 -0.92 -2.52
N -2.60 0.18 -3.18
N -1.81 1.19 -2.97
C -1.96 2.11 -2.11
C -1.02 3.21 -1.96
C -1.15 4.06 -0.86
C -0.22 5.06 -0.66
C 0.82 5.18 -1.57
C 0.85 4.31 -2.65
N -0.04 3.36 -2.86
C -3.37 -2.05 -2.96
C -4.17 -2.01 -4.10
C -4.96 -3.09 -4.44
C -4.96 -4.23 -3.65
C -4.14 -4.30 -2.53
C -3.34 -3.22 -2.18
H -2.51 -4.05 -0.47
H -1.03 -2.29 0.04
H -2.79 2.09 -1.40
H -1.95 3.91 -0.14
H -0.27 5.69 0.21
H 1.60 5.92 -1.44
H 1.64 4.37 -3.39
H -4.15 -1.10 -4.69
H -5.60 -3.05 -5.31
H -5.58 -5.07 -3.91
H -4.13 -5.20 -1.93
F -1.16 -0.92 -6.30
C -0.10 -1.54 -5.73
C 0.17 -1.34 -4.39
C 1.19 -2.06 -3.78
C 1.45 -1.88 -2.32
O 1.15 -0.85 -1.75
C 2.11 -3.04 -1.75
C 2.85 -3.82 -2.54
N 2.95 -3.68 -3.92
C 4.02 -4.29 -4.63
C 5.41 -4.00 -4.14
C 4.94 -3.40 -5.43
C 1.99 -2.94 -4.54
C 1.77 -3.03 -5.92
C 0.71 -2.36 -6.51
N 0.55 -2.50 -7.92
C -0.15 -1.50 -8.69
C 0.40 -1.62 -10.14
N 1.60 -2.49 -10.02
C 1.18 -3.88 -9.78
C 0.34 -3.82 -8.47
C 1.99 -3.47 -0.23
O 2.63 -4.48 0.05
O 1.22 -2.79 0.45
H -0.40 -0.64 -3.81
H 3.42 -4.63 -2.10
H 3.81 -5.29 -5.02
H 6.14 -4.80 -4.16
H 5.50 -3.35 -3.29
H 5.34 -3.78 -6.36
H 4.73 -2.35 -5.43
H 2.41 -3.65 -6.52
H 0.07 -0.52 -8.27
H -1.24 -1.63 -8.68
H 0.68 -0.65 -10.53
H -0.32 -2.09 -10.81
H 1.96 -2.21 -9.07
H 2.27 -2.38 -10.78
H 2.08 -4.50 -9.66
H 0.60 -4.26 -10.62
H 0.67 -4.58 -7.76
H -0.71 -4.00 -8.70
N 4.12 -0.50 0.63
C 4.05 -0.57 1.77
C 4.08 -0.68 3.18
C 4.59 0.37 3.95
C 4.66 0.24 5.32
C 4.22 -0.92 5.94
C 3.71 -1.96 5.18
C 3.63 -1.85 3.80
H 4.94 1.27 3.45
H 5.05 1.05 5.92
H 4.27 -1.01 7.02
H 3.37 -2.87 5.65
H 3.23 -2.65 3.19
F -0.36 -2.41 7.96
C 0.02 -1.78 6.81
C -0.26 -2.36 5.62
N 0.13 -1.81 4.44
C -0.37 -2.36 3.22
C -1.94 -1.92 3.10
O -2.58 -2.14 4.12
O -2.26 -1.45 2.01
C 0.76 -0.59 4.41
O 1.12 -0.05 3.39
N 1.01 -0.03 5.64
C 0.71 -0.52 6.91
O 1.04 0.09 7.91
H -0.81 -3.28 5.56
H -0.34 -3.45 3.25
H 0.20 -2.00 2.37
H 1.47 0.87 5.61
O 1.47 4.18 1.57
C 1.50 3.13 0.91
O 0.56 2.40 0.56
C 2.90 2.73 0.39
C 4.03 3.03 1.15
C 5.29 2.74 0.68
C 5.42 2.14 -0.57
C 4.30 1.85 -1.35
C 3.05 2.16 -0.87
N 6.72 1.82 -1.05
O 6.83 1.38 -2.19
O 7.68 2.01 -0.32
H 3.88 3.50 2.11
H 6.18 2.97 1.25
H 4.45 1.39 -2.31
H 2.16 1.95 -1.46
*
```

As for the energy relative to the best compared isomer or geometry (same formula, charge and spin): 55.90 kcal/mol. Its frontier orbital gap is 4.423 eV. The calculation puts the HOMO energy at -4.78 eV.

Here are the Mulliken charges for atoms 1 to 6, given in e:
1 Rb 0.60
2 N 0.19
3 C -1.43
4 N 0.54
5 C -0.18
6 N -0.90

No. 3
Molecular formula: C53H50CaF5N4SSb
Method: DFT, ωB97M-V with the def2-TZVPD basis set

The geometry in ORCA input format:
```
! wB97M-V def2-TZVPD RIJCOSX def2/J DEFGRID3
* xyz -2 1
Ca 1.10 -0.57 1.25
N 3.71 2.41 2.46
C 3.04 1.90 3.58
C 3.71 2.01 4.83
C 2.96 1.67 5.94
C 1.63 1.22 5.80
C 1.15 1.07 4.51
N 1.82 1.42 3.42
C 3.20 2.77 1.23
C 3.74 3.89 0.62
C 3.49 4.12 -0.69
C 2.55 3.33 -1.32
C 2.01 2.26 -0.62
N 2.30 1.96 0.65
H 4.59 2.87 2.70
H 4.72 2.37 4.85
H 3.38 1.76 6.97
H 1.08 0.86 6.65
H 0.16 0.64 4.31
H 4.59 4.31 1.18
H 3.91 4.94 -1.23
H 2.26 3.51 -2.34
H 1.33 1.54 -1.11
F 3.95 -7.10 2.08
C 3.79 -5.79 1.82
C 2.58 -5.16 2.02
F 1.54 -5.91 2.44
C 2.53 -3.80 1.84
F 1.30 -3.26 1.98
C 3.66 -3.02 1.59
S 3.72 -1.33 1.79
C 4.83 -3.70 1.26
F 5.98 -3.02 1.07
C 4.91 -5.09 1.38
F 6.04 -5.75 1.18
C -3.97 3.86 -2.41
C -4.44 3.15 -1.14
C -5.00 4.16 -0.15
Sb -3.06 1.69 -0.10
C -2.50 0.69 -1.97
C -3.81 0.25 -2.59
C -1.58 1.43 -2.93
C -1.25 2.84 0.27
C -1.07 4.14 -0.49
C -1.08 3.04 1.81
H -4.79 4.45 -2.79
H -3.76 3.19 -3.22
H -3.10 4.54 -2.27
H -5.21 2.44 -1.41
H -4.27 4.90 0.06
H -5.21 3.66 0.79
H -5.99 4.64 -0.41
H -1.96 -0.19 -1.64
H -4.38 1.10 -2.95
H -4.42 -0.33 -1.86
H -3.64 -0.35 -3.53
H -1.72 2.50 -2.94
H -1.75 1.10 -3.96
H -0.51 1.22 -2.71
H -0.52 2.08 -0.01
H -1.91 4.80 -0.28
H -1.03 3.97 -1.58
H -0.14 4.66 -0.20
H -1.81 3.78 2.16
H -0.06 3.40 2.02
H -1.21 2.06 2.26
C 0.47 -0.90 -1.06
C 0.94 -1.08 -2.21
C 1.58 -1.25 -3.48
C 0.73 -1.28 -4.61
C 1.24 -0.87 -5.89
C 0.44 -0.77 -7.03
C -0.94 -1.08 -6.88
C -1.44 -1.45 -5.66
C -0.64 -1.60 -4.56
C 2.97 -1.57 -3.47
C 3.66 -2.24 -4.47
C 4.98 -2.65 -4.31
C 5.71 -2.33 -3.17
C 5.05 -1.63 -2.18
C 3.74 -1.22 -2.33
H 2.26 -0.58 -5.89
H 0.87 -0.49 -7.97
H -1.64 -1.02 -7.71
H -2.49 -1.68 -5.56
H -1.04 -1.88 -3.59
H 3.10 -2.56 -5.36
H 5.49 -3.20 -5.07
H 6.71 -2.70 -2.99
H 5.57 -1.32 -1.30
H 3.24 -0.70 -1.50
N -0.75 -0.61 2.74
C -1.85 -1.19 2.79
C -2.08 -2.50 2.07
C -1.77 -2.62 0.72
C -1.79 -3.86 0.13
C -2.14 -4.99 0.85
C -2.38 -4.88 2.22
C -2.36 -3.63 2.80
C -3.08 -0.59 3.51
C -4.32 -1.22 3.68
C -5.38 -0.60 4.31
C -5.20 0.65 4.86
C -3.95 1.25 4.83
C -2.91 0.62 4.17
H -1.39 -1.80 0.15
H -1.52 -4.02 -0.93
H -2.20 -5.93 0.31
H -2.56 -5.77 2.82
H -2.55 -3.56 3.86
H -4.42 -2.23 3.28
H -6.32 -1.09 4.37
H -6.04 1.11 5.39
H -3.76 2.21 5.30
H -1.95 1.11 4.10
*
```

As for the energy relative to the best compared isomer or geometry (same formula, charge and spin): 1.05 kcal/mol. Its frontier orbital gap is 3.729 eV. The calculation puts the HOMO energy at 0.04 eV.

Here are the Mulliken charges for atoms 1 to 6, given in e:
1 Ca 1.65
2 N 0.06
3 C 0.53
4 C -1.17
5 C -0.27
6 C -1.16

No. 4
Molecular formula: C8H24ClI2InOP2S
Method: DFT, ωB97M-V with the def2-TZVPD basis set

The geometry in ORCA input format:
```
! wB97M-V def2-TZVPD RIJCOSX def2/J DEFGRID3
* xyz 2 1
I -2.09 -0.99 1.37
I 1.52 1.04 -2.19
In -0.39 0.01 -0.53
P 0.25 -2.20 -1.14
C 1.61 -2.89 -0.13
C -1.09 -3.43 -1.02
H -0.78 -4.36 -1.52
H 0.87 -3.45 -3.12
H -1.97 -3.02 -1.52
H 0.08 -1.89 -3.51
H 1.30 -2.91 0.92
H -1.33 -3.63 0.02
C 0.81 -2.38 -2.87
H 1.86 -3.91 -0.46
H 1.78 -1.90 -3.00
H 2.49 -2.25 -0.23
P -1.34 2.17 -0.23
C -0.59 3.14 1.12
C -1.24 3.25 -1.70
H -3.62 1.49 -0.58
H -3.53 3.18 0.03
H -3.30 1.79 1.14
C -3.13 2.17 0.13
H -1.59 2.68 -2.57
H -1.87 4.13 -1.55
H -1.07 4.12 1.21
H 0.47 3.28 0.92
H -0.21 3.55 -1.87
H -0.71 2.59 2.06
Cl -2.00 -0.21 -2.31
C 3.09 -0.19 2.03
S 1.47 0.16 1.26
C 0.62 0.04 2.87
O 2.00 1.51 0.77
H 3.06 -1.16 2.57
H 3.40 0.63 2.72
H 3.86 -0.27 1.24
H 1.22 0.52 3.67
H -0.32 0.61 2.87
H 0.44 -1.03 3.13
*
```

As for the energy relative to the best compared isomer or geometry (same formula, charge and spin): 27.87 kcal/mol. Its frontier orbital gap (spin up / spin down) is 4.444 / 4.466 eV. The calculation puts the HOMO energy (spin up / spin down) at -15.81 / -15.82 eV.

Here are the Mulliken charges for atoms 1 to 6, given in e:
1 I -0.05
2 I 0.12
3 In 0.66
4 P 0.64
5 C -1.19
6 C -1.29

No. 5
Molecular formula: C7H10N5O4PS
Method: DFT, ωB97M-V with the def2-TZVPD basis set

The geometry in ORCA input format:
```
! wB97M-V def2-TZVPD RIJCOSX def2/J DEFGRID3
* xyz 0 1
N -1.79 -1.24 -2.27
C -0.83 -0.61 -2.21
O 0.34 -0.01 -2.27
C 1.19 -0.27 -1.15
P 2.45 -1.59 -1.58
N 1.94 -2.75 -2.51
C 2.04 1.10 -1.04
N 2.12 1.55 0.34
C 0.86 1.13 0.87
O 0.15 1.73 1.61
C 0.57 -0.27 0.25
N 1.27 -1.18 1.21
C 0.66 -2.19 1.54
S 0.02 -3.57 1.88
H 2.94 -2.05 -0.33
H 3.53 -0.91 -2.17
H 0.96 -2.63 -2.73
H 2.95 1.13 -1.63
H 1.37 1.82 -1.54
H 2.91 1.13 0.82
H -0.50 -0.48 0.34
C -3.21 1.96 1.93
N -4.12 0.81 1.65
O -3.81 0.04 0.77
O -5.12 0.73 2.34
H -2.37 1.90 1.24
H -3.77 2.87 1.78
H -2.88 1.87 2.96
*
```

Its frontier orbital gap is 8.673 eV. The calculation puts the HOMO energy at -9.24 eV.

Here are the natural (NBO) charges for atoms 1 to 6, given in e:
1 N -0.35
2 C 0.51
3 O -0.47
4 C -0.06
5 P 1.32
6 N -1.28

No. 6
Molecular formula: C12H10NP
Method: DFT, ωB97M-V with the def2-TZVPD basis set

The geometry in ORCA input format:
```
! wB97M-V def2-TZVPD RIJCOSX def2/J DEFGRID3
* xyz 0 1
N -2.85 -1.03 -1.97
C -3.17 -1.11 -0.89
C -3.57 -1.01 0.48
C -3.39 0.26 1.00
C -3.10 1.51 0.38
C -1.92 1.99 -0.04
C -0.72 1.06 0.03
P -0.30 -0.13 1.05
C 1.40 -0.36 0.40
C 1.72 -0.26 -1.00
C 2.98 -0.45 -1.47
C 4.06 -0.62 -0.61
C 3.77 -0.68 0.79
C 2.47 -0.62 1.28
H -3.73 -1.91 0.98
H -3.53 0.37 2.02
H -4.06 2.12 0.21
H -1.88 2.90 -0.47
H -0.08 1.35 -0.75
H 0.84 -0.40 -1.76
H 3.16 -0.66 -2.43
H 5.12 -0.70 -1.02
H 4.52 -0.94 1.41
H 2.26 -0.69 2.37
*
```

As for the energy relative to the best compared isomer or geometry (same formula, charge and spin): 31.41 kcal/mol. Its frontier orbital gap is 8.127 eV. The calculation puts the HOMO energy at -8.45 eV.

Here are the natural (NBO) charges for atoms 1 to 6, given in e:
1 N -0.32
2 C 0.25
3 C -0.31
4 C -0.11
5 C -0.22
6 C -0.18

No. 7
Molecular formula: C23H22FGdN2O2SSi
Method: DFT, ωB97M-V with the def2-TZVPD basis set

The geometry in ORCA input format:
```
! wB97M-V def2-TZVPD RIJCOSX def2/J DEFGRID3
* xyz 0 8
Gd -0.17 -0.89 -0.47
C 4.06 1.73 -0.60
Si 3.11 0.14 -0.95
C 4.35 -1.28 -1.41
C 1.90 0.49 -2.36
N 1.96 -0.42 0.30
C 2.28 -0.34 1.63
C 3.55 -0.36 2.25
C 3.72 -0.35 3.64
C 2.58 -0.26 4.48
C 1.27 -0.22 3.96
C 1.18 -0.34 2.60
F -0.08 -0.74 2.03
H 3.50 2.61 -0.81
H 5.01 1.82 -1.19
H 4.34 1.66 0.50
H 5.06 -0.96 -2.21
H 3.65 -2.03 -1.81
H 4.93 -1.71 -0.56
H 2.52 0.31 -3.24
H 1.53 1.52 -2.35
H 1.07 -0.20 -2.50
H 4.43 -0.31 1.66
H 4.74 -0.39 4.05
H 2.66 -0.16 5.55
H 0.36 -0.28 4.58
S -4.71 1.13 -1.03
C -4.99 -0.49 -0.57
C -6.24 -1.07 -0.37
C -6.32 -2.37 0.18
C -5.15 -3.08 0.41
C -3.86 -2.57 0.19
C -3.81 -1.22 -0.25
N -2.65 -0.42 -0.41
C -3.00 0.82 -0.78
C -2.04 1.94 -0.84
C -2.41 3.24 -1.20
C -1.49 4.28 -1.10
C -0.19 4.04 -0.74
C 0.16 2.70 -0.45
C -0.71 1.59 -0.61
H -7.17 -0.49 -0.65
H -7.28 -2.82 0.37
H -5.25 -4.11 0.70
H -2.97 -3.15 0.49
H -3.47 3.47 -1.46
H -1.78 5.28 -1.29
H 0.52 4.89 -0.77
H 1.20 2.53 -0.10
O -0.46 -3.24 -0.45
C 0.03 -3.34 -1.62
O 0.48 -2.34 -2.28
H 0.06 -4.27 -2.17
*
```

As for the expectation value of S²: 16.057. Its frontier orbital gap (spin up / spin down) is 6.878 / 5.828 eV. The calculation puts the HOMO energy (spin up / spin down) at -7.31 / -7.31 eV.

Here are the Mulliken charges for atoms 1 to 6, given in e:
1 Gd 0.45
2 C -1.14
3 Si 0.45
4 C -1.05
5 C -0.97
6 N 0.22

No. 8
Molecular formula: C7H14N2W
Method: DFT, ωB97M-V with the def2-TZVPD basis set

The geometry in ORCA input format:
```
! wB97M-V def2-TZVPD RIJCOSX def2/J DEFGRID3
* xyz 4 3
W 0.14 -0.45 -1.26
C 0.16 -1.34 -3.35
C -0.83 -2.03 -2.59
C -1.85 -1.09 -2.24
C -1.48 0.18 -2.77
C -0.23 0.02 -3.46
H 1.08 -1.78 -3.76
H -0.81 -3.09 -2.32
H -2.75 -1.31 -1.68
H -2.06 1.10 -2.69
H 0.32 0.82 -3.96
N -0.05 1.36 3.78
C 0.76 0.48 2.86
C 0.47 0.69 1.34
N 1.43 -0.06 0.45
H 0.25 1.16 4.75
H -1.07 1.18 3.76
H 0.09 2.36 3.64
H 0.60 -0.55 3.16
H 1.81 0.74 3.04
H 0.50 1.74 1.05
H -0.54 0.29 1.09
H 1.78 -0.92 0.90
H 2.27 0.51 0.26
*
```

As for the energy relative to the best compared isomer or geometry (same formula, charge and spin): 0.00 kcal/mol. As for the expectation value of S²: 2.034. Its frontier orbital gap (spin up / spin down) is 7.872 / 8.484 eV. The calculation puts the HOMO energy (spin up / spin down) at -27.49 / -27.47 eV.

Here are the natural (NBO) charges for atoms 1 to 6, given in e:
1 W 1.90
2 C -0.20
3 C -0.20
4 C -0.21
5 C -0.21
6 C -0.20

No. 9
Molecular formula: C5H13NO2
Method: DFT, ωB97M-V with the def2-TZVPD basis set

The geometry in ORCA input format:
```
! wB97M-V def2-TZVPD RIJCOSX def2/J DEFGRID3
* xyz 0 1
C 0.44 1.17 1.15
C 1.08 -0.10 0.77
C 1.94 0.08 -0.53
C 0.02 -1.20 0.14
N -1.18 -1.20 1.00
C -2.29 -0.62 0.48
O -2.26 -0.23 -0.69
H 0.96 1.61 1.97
H 0.38 1.95 0.40
H -0.56 1.11 1.52
H 1.72 -0.52 1.56
H 2.43 -0.85 -0.77
H 2.66 0.79 -0.26
H 1.35 0.48 -1.36
H 0.51 -2.14 0.49
H -0.13 -1.05 -0.93
H -1.18 -1.55 2.00
H -3.22 -0.69 1.06
O -0.74 0.87 -3.07
H -0.39 0.62 -2.22
H -1.52 1.49 -2.70
*
```

As for the energy relative to the best compared isomer or geometry (same formula, charge and spin): 47.03 kcal/mol. Its frontier orbital gap is 10.182 eV. The calculation puts the HOMO energy at -9.49 eV.

Here are the natural (NBO) charges for atoms 1 to 6, given in e:
1 C -0.64
2 C -0.21
3 C -0.59
4 C -0.23
5 N -0.62
6 C 0.51